No. 1
This record from the Open Molecules 2025 dataset describes 10 unconnected molecules or ions with the total composition C30H48O30. The level of theory is wB97M-V/def2-TZVPD.

Structure (ORCA input):
```
! wB97M-V def2-TZVPD RIJCOSX def2/J DEFGRID3
* xyz 0 1
O -3.52807 -0.50055 -1.47935
O 1.60766 -6.24897 5.56576
O 0.96989 -3.12594 -5.60306
O 2.40328 5.66001 -0.78647
O -4.34648 -2.80705 0.12631
O 1.11165 4.53602 -3.31858
O 0.84079 -4.58513 4.25025
O -2.01787 -1.87999 -2.40337
O 1.60463 3.91837 3.14827
O -6.11756 -1.43992 0.26748
O -1.07072 4.71467 -3.91975
O 6.02955 3.97327 2.51973
O -3.15824 -0.57411 2.08588
O -4.30254 -1.02374 3.89181
O 6.72704 1.92998 2.89505
O -0.07333 3.63353 4.65110
O 0.73458 -6.69405 3.53638
O -0.44612 2.98559 -2.83144
O 0.98313 1.90781 3.83871
O 2.01107 -5.10122 -5.64735
O 0.49186 -2.60434 -0.09061
O -6.09725 -3.40501 1.31948
O 4.47713 5.01960 -1.01442
O 0.74724 -4.45673 -7.34730
O -2.28529 0.24633 -3.11895
O 8.14824 3.61324 3.27066
O -2.32195 -2.05044 3.52504
O 3.03496 3.45283 -0.47729
O 1.17977 -0.71825 0.67825
O 1.19051 -1.05298 -1.54988
C 0.55454 -4.45026 2.87964
C 1.31315 -4.27247 -6.15834
C -4.21020 0.66934 -1.93476
C 4.50467 6.33603 -1.51595
C 3.22214 4.61633 -0.65125
C -0.51987 2.53966 5.45004
C 0.47812 2.14830 -2.13728
C -1.91634 -0.34860 1.45174
C 4.87437 3.13716 2.54884
C -3.97432 -4.06583 0.64114
C -5.55483 -2.43554 0.59727
C 1.00754 -1.43977 -0.43156
C 0.92025 3.22856 3.85113
C -0.87909 5.95034 -4.61060
C -0.01235 4.12626 -3.39264
C -0.04541 1.31173 4.60779
C -0.10616 -3.48136 -1.03647
C -3.20673 -1.28160 3.22504
C 7.09680 3.21369 2.90130
C 1.89697 0.50969 0.57944
C -0.14110 -3.49132 -7.88195
C 5.45488 1.74901 2.30662
C -2.52509 -0.79306 -2.31667
C 1.52962 -2.75447 -4.35979
C -4.48292 -1.70874 5.11955
C 0.19395 -5.90308 2.49578
C 3.10921 6.81562 -1.18554
C -5.19023 -4.49609 1.52505
C -3.15835 1.34558 -2.78090
C 1.09057 -5.85283 4.58748
H -1.60632 2.51917 5.51207
H -1.17108 -3.51596 -0.79063
H 3.08905 7.61331 -0.44338
H -0.30576 -3.73934 -8.92958
H 0.68958 -6.17030 1.56409
H -0.85780 6.80822 -3.94156
H -0.10348 2.58129 6.45436
H 2.60057 7.15774 -2.08915
H 1.30029 1.24322 1.12175
H 4.33278 3.21672 3.49015
H -1.25094 -1.20566 1.56957
H -3.64393 1.68045 -3.69401
H 1.44501 -4.13258 2.32742
H -0.16361 -3.69784 2.55556
H 2.59617 -2.54701 -4.43790
H 0.94327 -1.91090 -4.00449
H -3.02930 -4.03363 1.18075
H -2.63787 2.14115 -2.25291
H -4.18856 -2.75191 4.99792
H -5.51491 -1.67704 5.45604
H 4.20072 3.39778 1.73655
H -1.37964 0.58516 1.60674
H 1.93200 0.96408 -0.40706
H -4.82513 -4.43535 2.54862
H 5.22198 7.06872 -1.14268
H -3.89584 -4.72059 -0.22971
H 0.00194 5.97159 -5.24871
H 0.83621 2.51995 -1.18052
H 0.16291 -4.53158 -0.93427
H 4.86008 0.95172 2.74662
H -1.76568 6.00234 -5.23810
H -2.17589 -0.46179 0.39830
H 2.89221 0.35591 0.98504
H -4.59537 1.19335 -1.06443
H -1.10018 -3.45709 -7.37004
H -5.55385 -5.47983 1.25711
H 5.51907 1.52776 1.23836
H -5.04771 0.32693 -2.54727
H -0.83479 0.75769 4.10531
H 0.32720 -2.50667 -7.92397
H 1.38249 -3.55602 -3.63253
H -0.11665 1.25861 -1.92895
H -0.08061 -3.05400 -2.03008
H 0.43699 0.61042 5.29035
H 1.32163 1.79739 -2.72968
H 4.65762 6.37057 -2.59719
H -3.87127 -1.26453 5.90619
H -0.88498 -6.01669 2.38351
*
```

The value obtained for the energy relative to the best compared isomer or geometry (same formula, charge and spin) is 217.8 kJ/mol. The value obtained for the lowest unoccupied orbital energy is 0.1 eV. As for the SMILES: COC(=O)OC.COC(=O)OC.COC(=O)OC.COC(=O)OC.O=C1OCCO1.O=C1OCCO1.O=C1OCCO1.O=C1OCCO1.O=C1OCCO1.O=C1OCCO1.

No. 2
This record from the Open Molecules 2025 dataset describes a molecular structure, C30H48OsP2S. The level of theory is wB97M-V/def2-TZVPD.

Structure (ORCA input):
```
! wB97M-V def2-TZVPD RIJCOSX def2/J DEFGRID3
* xyz 2 5
Os 0.73758 0.75206 0.90681
S -2.92442 -1.76479 4.08408
P -0.40325 2.40379 -5.83693
P -0.38248 -0.38698 -4.75652
C 0.21976 2.50538 2.50184
C -2.73378 -2.81105 5.36908
C 1.80861 -2.01628 0.25658
C 2.10211 0.38395 -0.62395
C 0.91555 0.61709 3.63121
C -0.10207 -0.01585 -1.78698
C 1.98730 0.99718 2.72639
C 1.26008 2.55429 -6.63966
C -0.13431 1.54219 3.50228
C -1.16647 3.82394 -6.71908
C -2.00172 -1.12184 -4.29293
C -1.37470 1.56813 4.31587
C -2.83565 -5.07188 6.29670
C -0.82625 -1.03497 -0.89513
C -3.02531 -4.20254 5.23158
C -0.58794 3.69410 2.11350
C 3.36209 0.41458 2.73290
C -0.61004 -0.29366 -6.59972
C 0.95549 -0.50675 4.60019
C 0.68818 -1.88190 -4.72328
C 2.53070 3.28208 1.52986
C -2.23588 -2.35060 6.62573
C -0.50579 -0.92507 0.58064
C -2.05572 -3.24345 7.68043
C 0.85545 0.92662 -1.10457
C 2.44402 -1.08400 -0.79244
C -1.08012 1.10208 -7.00864
C 0.73949 -1.37246 1.11299
C -2.38033 -4.60189 7.53873
C 1.59758 2.26759 2.11462
H -2.79500 -0.39216 -4.50220
H -1.20390 2.06927 5.28175
H -1.73848 0.54881 4.52543
H -2.25449 3.76806 -6.60756
H -0.31327 4.05001 1.11474
H -3.39924 -4.55761 4.27303
H -2.17484 1.19219 -6.96348
H -0.90694 3.81055 -7.78418
H 0.36150 -0.54206 -7.05353
H 1.41962 -2.92595 -0.23070
H 0.05874 -1.14514 4.51040
H -2.00414 -1.29129 6.74309
H 0.97733 -0.13373 5.63905
H -1.65578 -2.88579 8.63155
H 3.94069 0.81139 3.57860
H 1.84844 -1.12651 4.44825
H 3.33053 -0.67594 2.83982
H -1.90959 -0.87449 -1.02246
H -2.17446 2.11146 3.79492
H 0.46812 -0.56656 -2.55215
H -2.17017 -2.03267 -4.88005
H -2.27184 -5.28524 8.38274
H 1.16606 2.53420 -7.73506
H 2.78248 4.05923 2.27030
H 2.05876 3.77872 0.67505
H -0.61421 -2.05496 -1.26624
H -0.76012 1.33644 -8.03341
H 3.46019 2.80643 1.20300
H 0.85165 1.94561 -1.49646
H -1.37524 -0.98771 1.24407
H 1.67366 -1.59948 -5.12078
H 2.22679 -1.45531 -1.80381
H 2.60975 -2.34595 0.93733
H 1.68648 3.51876 -6.33215
H 3.90080 0.65798 1.81203
H -0.85485 0.58366 -2.31879
H 2.97575 1.04205 -0.67814
H 0.72817 -1.72364 2.14643
H -0.43787 4.52715 2.81479
H 0.24351 -2.67145 -5.34647
H -3.04434 -6.13238 6.16946
H -1.33846 -1.05869 -6.90115
H 0.81024 -2.25320 -3.69663
H 3.53434 -1.17481 -0.69840
H 1.91938 1.74369 -6.30343
H -1.65825 3.46036 2.10726
H -2.01732 -1.36132 -3.22045
H -0.79790 4.74895 -6.26762
*
```

The value obtained for the energy relative to the best compared isomer or geometry (same formula, charge and spin) is 0.0 kJ/mol. The value obtained for the lowest unoccupied orbital energy (spin up / spin down) is -5.3 / -8.6 eV. Its expectation value of S² is 6.0559.

| no. | F_max (eV Å⁻¹) |
| --- | --- |
| 1 | 2.71 |
| 2 | 3.21 |